Entry 1:
Below is a structure of composition C22H31N7O2Rh in a non-equilibrium geometry, with properties calculated with wB97M-V/def2-TZVPD.

Atoms and positions in Å:
H (-2.3826, -1.9550, -3.6133)
C (-2.5302, -3.4489, 0.4826)
C (0.1909, 2.3060, 0.6450)
H (2.4297, 5.5544, 5.1445)
C (-0.3298, 4.3215, -0.5906)
N (1.0728, -1.0704, -1.0635)
C (-3.2656, -2.1763, 0.8664)
C (-0.1010, -0.8033, -3.0274)
H (4.5362, -1.1382, -2.5922)
H (4.2541, -1.5357, -0.1533)
N (-1.5127, -3.2107, -0.5581)
N (-0.6511, 1.5872, -0.0882)
C (2.4585, -0.9173, -2.9781)
H (2.5879, -0.7932, -4.0442)
H (-1.5071, -0.0246, 2.7719)
Rh (-0.6964, -0.9824, -0.2449)
O (2.4646, 4.3988, 0.6278)
H (-3.2616, -4.1945, 0.1600)
O (2.2014, 4.9561, 4.4219)
H (-0.1751, 5.3735, -0.7967)
C (-1.3446, 2.2154, -1.0489)
H (-2.8375, -3.9293, -2.0697)
H (-0.4741, -2.8923, 2.5727)
C (2.7060, -1.9748, 2.1807)
H (-1.8074, 4.0188, -2.1188)
H (3.5288, -1.2588, 2.2084)
H (-2.8885, -0.2025, 1.1250)
N (-2.3345, -1.0524, 1.1551)
H (-2.0242, -3.8688, 1.3518)
N (0.4307, -1.4718, 1.3499)
H (-3.2117, -1.5112, -2.1262)
H (-2.0128, 1.5936, -1.6327)
H (-3.9077, -1.8468, 0.0493)
H (3.1344, -2.9432, 1.9097)
C (-0.3361, -1.8100, 2.5526)
H (0.1886, -1.5338, 3.4680)
H (0.5312, -0.0623, -4.9315)
H (-2.3553, -1.4892, 3.2516)
C (2.2270, 5.6177, 3.2074)
C (3.3920, -1.3382, -0.7747)
H (0.2302, 4.9440, 2.7997)
C (1.1580, -0.9166, -2.4074)
N (-1.2054, -0.9717, -2.1495)
H (0.7515, 1.7876, 1.4160)
H (-1.1981, 0.1161, -4.6073)
H (-1.1548, -3.7308, -2.5483)
H (-3.9099, -2.3693, 1.7273)
H (3.1646, 5.4713, 2.6599)
N (1.1612, 4.9816, 2.3999)
C (2.1204, -1.3075, -0.2500)
C (-1.2234, 3.5716, -1.3267)
C (1.3726, 4.4250, 1.2501)
C (-2.2736, -1.8929, -2.5297)
H (2.2768, -2.0579, 3.1747)
C (1.7062, -1.5711, 1.1568)
H (-0.7684, -3.8853, -0.4322)
C (0.3570, 3.6801, 0.4416)
C (-1.9620, -3.2837, -1.9676)
C (-1.6774, -1.0685, 2.5062)
H (-0.5351, -1.4598, -5.0187)
H (2.0117, 6.6838, 3.2874)
C (3.5436, -1.1190, -2.1630)
C (-0.3330, -0.5342, -4.4685)

Results
<S²>: 6.026
2S+1: 5
Calculated total energy: -1500.1864 a.u.
M: 528.4 g mol⁻¹
Kohn-Sham gap (spin up / spin down): 6.001 / 3.194 eV
Charge: +3
Highest occupied orbital energy (spin up / spin down): -16.032 / -16.007 eV

Entry 2:
Below is the molecule C22H31NO5, with properties calculated with wB97M-V/def2-TZVPD.

Atoms and positions in Å:
H (-0.8046, -0.3717, 3.7093)
C (2.2981, -3.0231, -3.2693)
H (-0.6895, -3.0611, -1.5339)
H (-3.0920, 2.6642, -0.3782)
H (-0.4237, -3.3915, -3.2454)
H (-3.7377, 1.6871, 5.8401)
H (1.3003, -2.7628, 0.0260)
C (1.9234, -2.5615, -0.8465)
H (-2.8043, 0.0454, 2.6282)
C (0.8703, -1.0657, -3.8672)
H (0.5573, 0.6858, 4.1114)
O (-1.3794, -0.9833, -2.9342)
O (2.6799, 0.9754, -0.1684)
H (3.8465, -1.0777, -2.1184)
H (-1.7557, 2.6562, -1.5306)
H (0.6599, 2.6424, -0.4071)
C (-0.0372, -1.3598, -2.6681)
H (-1.3875, -0.0515, -3.1814)
C (2.2952, -1.5220, -3.5551)
C (0.4948, -0.6025, -1.4460)
C (3.0417, 1.7838, 0.9476)
C (2.8237, -0.7634, -2.3367)
H (-3.4803, 2.9613, 2.0859)
H (3.1580, 2.7957, 0.5527)
H (1.9386, -3.5683, -4.1446)
C (-3.7025, 2.0176, 2.5915)
H (2.8361, 0.3093, -2.5355)
C (-0.4557, 0.6621, 3.7216)
C (-4.0132, 1.3519, 4.8424)
O (2.3647, 1.8095, 3.2321)
H (-0.1547, -0.7934, -0.5889)
H (0.4845, 0.4714, -1.6434)
H (-1.0996, 1.2444, 4.3791)
C (1.3972, -3.3114, -2.0687)
H (-2.5724, 1.1450, -1.1178)
C (-0.4534, 1.2437, 2.3588)
C (2.3700, -0.2961, 0.1082)
C (1.9987, 1.7793, 2.0763)
H (0.4871, -1.5893, -4.7456)
O (-3.3949, 2.2398, 3.9440)
H (3.9920, 1.4398, 1.3688)
C (-2.2249, 2.1016, -0.7222)
H (-5.1047, 1.3824, 4.7370)
C (0.1045, 2.1673, 0.3771)
H (1.3969, -4.3864, -1.8611)
H (-3.6761, 0.3180, 4.7074)
H (0.8589, 0.0071, -4.0825)
C (0.6191, 1.7528, 1.6378)
O (2.4045, -0.7604, 1.2174)
H (-3.4009, 0.5476, 1.0369)
C (-1.2317, 1.8979, 0.3683)
H (2.9383, -1.3114, -4.4168)
H (3.3156, -3.3586, -3.0593)
H (2.9371, -2.8898, -0.6093)
C (-0.0288, -2.8600, -2.3782)
C (-2.8817, 0.8867, 1.9363)
C (1.9260, -1.0584, -1.1322)
N (-1.5576, 1.3129, 1.5720)
H (-4.7740, 1.7959, 2.4784)

Results
SMILES: COCCn1c(C)cc(C(=O)COC(=O)[C@@]23C[C@@H]4C[C@@H](C[C@@](O)(C4)C2)C3)c1C
Calculated total energy: -1287.9150 a.u.
M: 389.5 g mol⁻¹
Kohn-Sham gap: 8.541 eV
Highest occupied orbital energy: -7.979 eV

Entry 3:
Below is the molecule C22H31NO5, with properties calculated with wB97M-V/def2-TZVPD.

Atoms and positions in Å:
C (2.6711, -2.1667, -0.3223)
H (2.6118, -3.0422, 0.3205)
C (-5.1923, -1.2334, -0.1516)
H (-4.6337, -2.1725, -0.1893)
H (-4.3893, 1.5663, 2.3056)
H (0.4126, 4.5690, -1.8848)
H (0.7492, 1.2010, 2.8601)
C (2.2541, 0.9388, 0.6598)
H (2.6889, -2.5005, -1.3577)
H (-0.8551, -3.9945, -1.8632)
H (-2.4088, -3.2162, -2.2065)
C (-1.1599, 0.0071, 0.9940)
H (-0.7907, -1.5866, -1.2381)
H (-0.6123, -2.6316, 0.2017)
H (5.2088, -2.5576, -1.2615)
H (4.9265, 0.4313, -0.6739)
H (-6.2507, -1.4555, 0.0136)
H (-5.5524, 0.4878, -1.4004)
H (0.0383, 2.4002, -2.5881)
H (0.1256, 2.7982, 2.4221)
H (-1.2636, 2.9150, 0.0794)
C (2.7861, 0.1325, 1.7545)
C (-2.3719, -0.5988, 0.6919)
H (1.3984, 2.5473, -0.9516)
H (-3.9657, -0.2514, -1.6360)
C (5.1636, -2.2228, -0.2275)
O (-0.7331, 2.9800, -2.5453)
C (-5.0171, -0.4577, -1.4525)
H (1.7756, -1.5692, -0.1713)
C (-1.7276, -3.5253, -1.4181)
C (3.9954, -0.1081, -0.8780)
H (3.7879, -1.6887, 2.1448)
C (0.2638, 1.7740, 2.0692)
C (3.9259, -1.3530, -0.0001)
C (-0.4922, 4.0042, -1.6181)
C (-3.5628, -0.0077, 1.1610)
C (-1.3002, -2.3191, -0.5960)
H (5.1340, -3.0996, 0.4154)
O (-2.4669, -1.7514, -0.0383)
C (2.8665, 0.8659, -0.6449)
H (-0.2629, 4.3219, 0.5081)
N (0.7966, 2.6261, -0.1118)
O (-4.8332, -0.4737, 0.9894)
C (-2.2534, 1.7246, 2.2400)
H (-1.3533, 4.6729, -1.6804)
C (-1.0813, 1.1653, 1.7578)
C (-0.3615, 3.4772, -0.1839)
C (-3.4683, 1.1404, 1.9401)
H (-5.4091, -1.0411, -2.2812)
C (3.8909, -0.8597, 1.4412)
H (-2.2228, 2.6176, 2.8459)
H (-0.2405, -0.4372, 0.6480)
H (4.8344, -0.3572, 1.6791)
H (6.0731, -1.6681, -0.0073)
H (-2.2352, -4.2462, -0.7830)
H (3.9981, -0.3628, -1.9405)
O (2.5178, 1.5644, -1.6107)
C (1.1390, 1.7909, 0.8509)
O (2.4338, 0.2365, 2.9199)

Results
SMILES: CCOc1ccc(CC(NCCO)=C2C(=O)CC(C)(C)CC2=O)cc1OCC
Calculated total energy: -1287.8720 a.u.
M: 389.5 g mol⁻¹
Kohn-Sham gap: 8.676 eV
Highest occupied orbital energy: -8.056 eV

Calculated values (eV) of ΔE to the lowest compared entry with this formula, charge and spin for the records, taken in order: 0.083 0.910 2.082.